Formula: C34H29N9ReS
Source: the Open Molecules 2025 dataset
Level of theory: ωB97M-V/def2-TZVPD

Cartesian coordinates (Å):
Re -0.3018 1.0324 -1.0090
C 2.5253 -3.8587 -0.1787
C 3.9521 -3.3445 -0.3698
C 4.7349 -3.5832 0.9288
C 4.5970 -4.1365 -1.5166
C 3.9795 -1.8583 -0.7090
C 5.2234 -1.2398 -0.9613
C 5.3418 0.0954 -1.2636
C 4.1755 0.8563 -1.3283
S 3.9956 2.5478 -1.6573
C 2.3071 2.3857 -1.4693
N 1.8788 1.1685 -1.1917
C 2.9323 0.2665 -1.0984
C 2.8317 -1.0901 -0.7769
C 1.3069 3.4311 -1.5849
C 1.5928 4.7602 -1.8404
C 0.5480 5.6737 -1.9260
C -0.7658 5.2651 -1.7603
C -1.0577 3.9288 -1.5063
C -0.0260 2.9889 -1.4118
H 2.5554 -4.9197 0.0690
H 1.9500 -3.7477 -1.1025
H 2.0075 -3.3424 0.6332
H 4.7190 -4.6434 1.1829
H 4.3019 -3.0259 1.7608
H 5.7782 -3.2859 0.8308
H 4.5792 -5.2021 -1.2865
H 5.6376 -3.8546 -1.6692
H 4.0648 -3.9794 -2.4565
H 6.1237 -1.8356 -0.9142
H 6.3112 0.5380 -1.4439
H 1.8648 -1.5170 -0.5546
H 2.6121 5.0995 -1.9742
H 0.7673 6.7138 -2.1254
H -1.5659 5.9893 -1.8267
H -2.0870 3.6264 -1.3734
N -7.3486 0.6577 6.4995
C -6.5755 0.6884 5.6523
C -5.6091 0.7265 4.5936
C -5.5123 1.8574 3.7867
C -4.5850 1.8872 2.7601
C -3.7403 0.7984 2.5501
C -3.8350 -0.3270 3.3670
C -4.7743 -0.3688 4.3807
C -2.7503 0.8423 1.4492
C -3.2072 0.9472 0.1567
C -4.5574 0.9573 -0.3005
C -4.5269 1.0525 -1.6702
C -3.1688 1.0812 -2.0298
N -2.3674 1.0191 -0.9643
C -1.3731 0.7798 1.8021
C -0.8633 0.7167 3.0799
C 0.5507 0.6829 2.9956
C 0.8681 0.7473 1.6787
N -0.2879 0.8182 0.8840
H -6.1619 2.7026 3.9646
H -4.5028 2.7661 2.1344
H -3.1884 -1.1781 3.1985
H -4.8677 -1.2442 5.0076
H -5.4264 0.8829 0.3312
H -5.3629 1.0837 -2.3479
H -2.7580 1.1475 -3.0287
H -1.4516 0.7125 3.9820
H 1.2429 0.6326 3.8187
H 1.8368 0.7619 1.2123
N -1.0954 -3.9824 -2.1139
N -0.6997 -2.7080 -2.4377
N -0.5305 -2.3274 -3.6816
C -0.2926 -1.0358 -3.5516
N -0.3091 -0.6838 -2.2592
N -0.5800 -1.7786 -1.5502
H -0.8097 -4.6025 -2.8676
H -0.6746 -4.2446 -1.2263
H -0.0959 -0.3712 -4.3749

Computed properties:
E_LUMO (spin up / spin down) ... -7.40 / -7.31 eV
Multiplicity ... 2
Net charge ... +2
E_HOMO (spin up / spin down) ... -13.92 / -13.89 eV
Orbital gap (spin up / spin down) ... 6.52 / 6.58 eV
DFT total energy ... -2281.73582 hartree

=====

Formula: C34H30Cl3F3KN5O2S3Si
Source: the Open Molecules 2025 dataset
Level of theory: ωB97M-V/def2-TZVPD

Cartesian coordinates (Å):
K 0.5025 -0.1404 1.4911
Cl -3.1298 2.5390 8.1522
C -2.5771 2.1968 6.5247
C -1.5573 1.2813 6.3233
C -1.1250 1.0118 5.0404
Cl 0.1800 -0.1166 4.8248
C -1.6822 1.6138 3.8681
O -1.3009 1.3619 2.6841
C -2.7082 2.5601 4.1767
Cl -3.4280 3.4000 2.8254
C -3.1563 2.8483 5.4509
H -1.0926 0.7788 7.1604
H -3.9456 3.5724 5.5985
N 3.9498 -2.2846 1.6847
C 4.2994 -0.9865 1.6015
N 3.4596 0.0018 1.6280
C 4.0814 1.2148 1.4524
C 5.4299 1.1621 1.2985
S 5.9666 -0.4787 1.3878
C 3.2736 2.4473 1.4296
C 3.7526 3.7058 1.2461
S 2.4482 4.8415 1.2946
C 1.3336 3.5156 1.5565
N 1.9165 2.3581 1.5984
N -0.0046 3.6772 1.6470
H 2.9760 -2.5353 1.8743
H 4.6402 -2.9864 1.8696
H 6.1193 1.9754 1.1499
H 4.7685 4.0253 1.0894
H -0.3851 4.5823 1.8527
H -0.5441 2.8638 1.9732
F -0.4460 -6.7227 3.1176
C -0.9533 -6.3049 1.9431
F -2.0290 -7.1219 1.7168
F -0.0623 -6.6346 0.9892
C -1.3602 -4.8638 1.9343
C -2.6749 -4.5531 1.6346
C -3.0979 -3.2344 1.6047
C -2.1515 -2.2724 1.9131
N -0.8881 -2.5444 2.2046
C -0.4225 -3.8180 2.2050
S 1.2367 -4.0928 2.5266
H -3.3696 -5.3515 1.4114
H -4.1147 -2.9661 1.3540
H -2.4119 -1.2153 1.9377
C 2.7016 0.8768 -3.1315
C 1.2899 1.4745 -3.0850
C 1.2794 2.6366 -2.0843
C 0.9286 2.0031 -4.4735
Si 0.1459 0.1015 -2.3604
O 0.6736 -0.3725 -0.9553
C 0.1151 -1.3310 -3.6215
C 0.6753 -2.5383 -3.1878
C 0.7303 -3.6532 -4.0164
C 0.2216 -3.5870 -5.3076
C -0.3459 -2.4024 -5.7592
C -0.3965 -1.2927 -4.9224
C -1.6160 0.8340 -2.2403
C -2.2081 0.8956 -0.9742
C -3.4523 1.4818 -0.7690
C -4.1547 2.0142 -1.8415
C -3.6027 1.9475 -3.1157
C -2.3536 1.3688 -3.3046
H 3.4365 1.6400 -3.4253
H 2.7620 0.0552 -3.8527
H 2.9812 0.4832 -2.1511
H 1.9902 3.4190 -2.3870
H 1.5574 2.2848 -1.0882
H 0.2869 3.0926 -2.0110
H 1.6720 2.7438 -4.8030
H -0.0450 2.4999 -4.4752
H 0.9122 1.2028 -5.2192
H 1.0577 -2.5852 -2.1730
H 1.1629 -4.5768 -3.6490
H 0.2598 -4.4557 -5.9556
H -0.7538 -2.3438 -6.7627
H -0.8541 -0.3834 -5.2973
H -1.6966 0.4633 -0.1206
H -3.8592 1.5263 0.2347
H -5.1229 2.4768 -1.6873
H -4.1453 2.3516 -3.9640
H -1.9493 1.3380 -4.3104

Computed properties:
E_LUMO ... 3.67 eV
Multiplicity ... 1
Net charge ... -2
E_HOMO ... -2.30 eV
Orbital gap ... 5.96 eV
DFT total energy ... -5502.37665 hartree
Energy relative to the best compared isomer or geometry (same formula, charge and spin) ... 0.436 eV

=====

Formula: C34H30N5OOsS
Source: the Open Molecules 2025 dataset
Level of theory: ωB97M-V/def2-TZVPD

Cartesian coordinates (Å):
Os -0.1425 0.4400 0.2242
N -2.1094 3.4955 -0.1957
C -1.8915 3.2849 1.1578
C -2.3125 4.2954 2.0352
C -2.1398 4.1094 3.3837
C -1.5563 2.9281 3.8406
C -1.1632 2.0031 2.9062
N -1.3199 2.1708 1.5793
C -1.9052 2.7569 -1.3508
C -2.2117 3.4415 -2.5417
C -2.1133 2.8005 -3.7457
C -1.7090 1.4669 -3.7585
C -1.4085 0.8752 -2.5619
N -1.4939 1.4884 -1.3563
H -2.4857 4.4078 -0.3914
H -2.7681 5.1974 1.6482
H -2.4579 4.8751 4.0787
H -1.4030 2.7375 4.8923
H -0.6857 1.0806 3.2064
H -2.5227 4.4766 -2.4900
H -2.3453 3.3257 -4.6623
H -1.6144 0.9042 -4.6751
H -1.0742 -0.1488 -2.5261
C -3.4226 -0.4475 0.0566
C -2.7093 -1.1875 1.1416
C -3.4265 -2.1728 1.8616
C -2.8274 -2.8480 2.8753
C -1.4852 -2.5602 3.2040
C -0.8149 -3.2141 4.2642
C 0.4823 -2.8994 4.5461
C 1.1577 -1.9341 3.7765
C 0.5375 -1.2902 2.7346
S 1.4058 -0.1172 1.7539
C -0.8145 -1.5905 2.4379
N -1.4421 -0.9128 1.4059
H -4.4895 -0.6545 0.1012
H -3.0464 -0.7503 -0.9222
H -3.2620 0.6234 0.1539
H -4.4558 -2.3606 1.5918
H -3.3645 -3.6001 3.4402
H -1.3500 -3.9583 4.8397
H 1.0033 -3.3916 5.3559
H 2.1907 -1.6985 4.0003
C -1.0479 -3.7060 -2.4935
C -0.0719 -2.7379 -1.8806
O -0.5042 -1.7305 -1.3310
C 1.3824 -3.0100 -1.9673
C 1.8590 -4.1619 -2.5959
C 3.2218 -4.3915 -2.6884
C 4.1155 -3.4721 -2.1559
C 3.6478 -2.3217 -1.5332
C 2.2868 -2.0900 -1.4410
H -2.0593 -3.3725 -2.2785
H -0.8984 -4.7130 -2.1035
H -0.9020 -3.7535 -3.5744
H 1.1734 -4.8849 -3.0157
H 3.5856 -5.2858 -3.1759
H 5.1799 -3.6529 -2.2299
H 4.3430 -1.6020 -1.1213
H 1.9252 -1.1906 -0.9623
N 1.1664 1.4355 -0.6690
C 2.3955 1.9897 -0.7781
C 3.2559 1.5974 -1.8203
C 4.5088 2.1690 -1.9337
C 4.9275 3.1303 -1.0184
C 4.0841 3.5242 0.0161
C 2.8246 2.9683 0.1377
H 2.9187 0.8434 -2.5201
H 5.1677 1.8659 -2.7369
H 5.9106 3.5724 -1.1094
H 4.4141 4.2699 0.7273
H 2.1563 3.2630 0.9371

Computed properties:
E_LUMO (spin up / spin down) ... -2.55 / -3.13 eV
Multiplicity ... 5
Net charge ... +1
E_HOMO (spin up / spin down) ... -9.52 / -10.42 eV
Orbital gap (spin up / spin down) ... 6.96 / 7.29 eV
DFT total energy ... -2151.33490 hartree
Energy relative to the best compared isomer or geometry (same formula, charge and spin) ... 0.204 eV

=====

Formula: C34H30N5OS4SeSiY
Source: the Open Molecules 2025 dataset
Level of theory: ωB97M-V/def2-TZVPD

Cartesian coordinates (Å):
Y 0.1542 0.1877 -0.1069
S 1.1667 1.9154 -2.0896
C 0.8480 3.4929 -1.4570
C 1.7325 4.5272 -1.7934
C 1.5847 5.7926 -1.2752
C 0.5505 6.0626 -0.3875
C -0.3626 5.0712 -0.0782
C -0.2433 3.8036 -0.6309
S -1.5260 2.6158 -0.2401
C -2.2928 2.4253 -1.9201
C -2.3017 1.0649 -2.5459
C -3.3592 0.7071 -3.3785
C -3.2414 -0.4289 -4.1596
C -2.0289 -1.0982 -4.1740
C -1.0302 -0.6904 -3.3011
C 0.3499 -1.2417 -3.4121
S 0.9084 -2.1491 -1.9021
C 2.6751 -1.8809 -2.0535
C 3.3123 -2.5798 -3.0729
C 4.6708 -2.4716 -3.2735
C 5.4196 -1.6810 -2.4094
C 4.7952 -0.9879 -1.4012
C 3.4061 -1.0425 -1.2006
S 2.7904 -0.0831 0.1129
N -1.2133 0.3050 -2.4258
H 2.5526 4.2890 -2.4527
H 2.2808 6.5707 -1.5538
H 0.4566 7.0414 0.0559
H -1.1764 5.2736 0.6015
H -1.6958 3.0717 -2.5689
H -3.3082 2.8191 -1.8583
H -4.2451 1.3214 -3.4141
H -4.0529 -0.7451 -4.7936
H -1.8414 -1.9057 -4.8636
H 1.0488 -0.4077 -3.5102
H 0.4334 -1.9155 -4.2653
H 2.7248 -3.2185 -3.7137
H 5.1496 -2.9975 -4.0848
H 6.4921 -1.6125 -2.5185
H 5.3545 -0.3698 -0.7164
Se -3.9844 -5.7137 4.1635
N -4.5168 -4.3568 3.1669
C -3.4531 -3.7848 2.6277
C -3.4920 -2.6399 1.7669
C -4.7060 -2.0506 1.4036
C -4.6733 -0.9285 0.6090
C -3.4358 -0.4410 0.1898
N -2.2764 -1.0021 0.4830
C -2.2825 -2.0916 1.2739
C -1.0129 -2.6982 1.6291
N 0.1100 -2.1378 1.1509
C 1.2678 -2.6929 1.4597
C 1.3976 -3.8196 2.2692
C 0.2616 -4.4010 2.7833
C -0.9770 -3.8390 2.4633
C -2.2028 -4.3838 2.9715
N -2.2876 -5.4278 3.7769
H -5.6346 -2.4768 1.7563
H -5.5812 -0.4249 0.3182
H -3.3892 0.4549 -0.4133
H 2.1479 -2.2092 1.0530
H 2.3738 -4.2171 2.4881
H 0.2839 -5.2665 3.4271
C 0.0203 2.6987 4.1566
Si 1.0256 1.7520 2.8355
C 2.0142 0.3959 3.7670
C 2.2787 2.9923 2.0648
O 0.0688 1.1050 1.7370
H 0.6893 3.0925 4.9126
H -0.6920 2.0483 4.6512
H -0.5297 3.5303 3.7322
H 2.5294 0.8009 4.6314
H 2.7580 -0.0635 3.1227
H 1.3532 -0.3934 4.1165
H 2.7977 3.5851 2.8124
H 1.7776 3.6854 1.3923
H 3.0334 2.4688 1.4828

Computed properties:
E_LUMO ... -1.25 eV
Multiplicity ... 1
Net charge ... 0
E_HOMO ... -6.40 eV
Orbital gap ... 5.15 eV
DFT total energy ... -5984.95088 hartree
Energy relative to the best compared isomer or geometry (same formula, charge and spin) ... 1.418 eV

=====

Formula: C34H30N8O2S4Y
Source: the Open Molecules 2025 dataset
Level of theory: ωB97M-V/def2-TZVPD

Cartesian coordinates (Å):
Y 0.3487 0.6294 0.5743
C -2.9295 -0.2147 0.5564
N -2.0365 0.5634 -0.3375
C -2.4930 1.9635 -0.4303
C -2.3882 2.7003 0.8770
C -3.0896 3.8802 1.0815
C -2.9850 4.5063 2.3107
C -2.2065 3.9216 3.2986
C -1.5326 2.7508 3.0034
N -1.6068 2.1558 1.8088
C -2.0524 -0.0057 -1.6983
C -0.8714 0.4350 -2.5163
C -0.8595 0.3032 -3.8974
C 0.2930 0.6217 -4.5903
C 1.4014 1.0856 -3.8943
C 1.3033 1.2118 -2.5253
N 0.1932 0.8873 -1.8498
C -2.2312 -1.1810 1.4842
C -2.8683 -2.3385 1.9095
C -2.2430 -3.1491 2.8401
C -0.9909 -2.7933 3.3225
C -0.4129 -1.6386 2.8329
N -1.0178 -0.8545 1.9376
H -3.6765 -0.7530 -0.0334
H -3.4782 0.4859 1.1889
H -3.5297 1.9980 -0.7915
H -1.8850 2.4685 -1.1847
H -3.7033 4.2932 0.2921
H -3.5145 5.4297 2.5030
H -2.1168 4.3652 4.2796
H -0.8880 2.2755 3.7295
H -2.9844 0.2627 -2.2136
H -2.0114 -1.0917 -1.6183
H -1.7364 -0.0665 -4.4112
H 0.3316 0.5076 -5.6651
H 2.3200 1.3450 -4.3994
H 2.1317 1.5839 -1.9316
H -3.8372 -2.6016 1.5080
H -2.7262 -4.0551 3.1806
H -0.4693 -3.3978 4.0499
H 0.5795 -1.3306 3.1461
S 1.6565 1.9937 2.7244
C 1.3744 3.2326 1.5734
N 0.8813 3.0116 0.3666
C 0.6918 4.1959 -0.3388
C 0.1718 4.3198 -1.6271
C 0.0344 5.5811 -2.1756
C 0.4098 6.7208 -1.4639
C 0.9294 6.6145 -0.1874
C 1.0631 5.3482 0.3678
S 1.6538 4.9077 1.9409
H -0.1050 3.4424 -2.1947
H -0.3649 5.6844 -3.1758
H 0.2978 7.6978 -1.9133
H 1.2223 7.4973 0.3641
N 2.8669 -7.8958 0.1979
C 2.2757 -6.7187 -0.1642
C 2.5884 -6.1062 -1.3850
C 2.0195 -4.8974 -1.7287
C 1.1315 -4.2736 -0.8639
C 0.8022 -4.8775 0.3462
C 1.3654 -6.0828 0.6979
S 0.4182 -2.7302 -1.2799
O 0.9073 -2.3413 -2.5791
O -1.0194 -2.8144 -1.1269
N 0.8964 -1.6935 -0.1463
C 2.1697 -1.6001 0.3016
S 3.4311 -2.7709 0.4437
C 4.4006 -1.5927 1.2610
C 3.7417 -0.4242 1.3841
N 2.4833 -0.4274 0.8221
H 3.3480 -8.4345 -0.4997
H 2.4844 -8.4198 0.9640
H 3.2801 -6.5881 -2.0640
H 2.2628 -4.4240 -2.6707
H 0.0950 -4.3978 1.0128
H 1.1060 -6.5490 1.6402
H 5.3982 -1.8235 1.5924
H 4.1001 0.4760 1.8569

Computed properties:
E_LUMO ... -2.11 eV
Multiplicity ... 1
Net charge ... +1
E_HOMO ... -10.13 eV
Orbital gap ... 8.01 eV
DFT total energy ... -3533.33879 hartree
Energy relative to the best compared isomer or geometry (same formula, charge and spin) ... 0.148 eV

=====

Formula: C34H31AsBrF4FeN2O9P3S
Source: the Open Molecules 2025 dataset
Level of theory: ωB97M-V/def2-TZVPD

Cartesian coordinates (Å):
Fe 0.2471 -1.2465 0.1012
O 0.0429 6.3366 -0.1833
C 0.2517 5.7773 1.0260
O 0.5684 6.4448 1.9684
C 0.0934 4.2909 1.1124
C 0.4893 3.4457 0.0797
C 0.4272 2.0741 0.2470
C -0.0481 1.5340 1.4363
C -0.4884 2.3790 2.4558
C -0.3893 3.7478 2.3021
N -0.1181 0.1266 1.5338
C -0.2621 -0.4586 2.6823
C -0.4830 -1.8989 2.6909
C -0.4455 -2.6513 3.8526
C -0.5302 -4.0340 3.7393
C -0.6653 -4.5917 2.4793
C -0.7370 -3.7584 1.3703
N -0.6700 -2.4403 1.4697
H -0.3063 5.6871 -0.8060
H 0.8891 3.8418 -0.8460
H 0.7664 1.4243 -0.5364
H -0.9313 1.9837 3.3581
H -0.7003 4.4126 3.0944
H -0.2073 0.0675 3.6294
H -0.3176 -2.1686 4.8098
H -0.4739 -4.6604 4.6179
H -0.7051 -5.6599 2.3374
H -0.8619 -4.1557 0.3728
F -1.7169 0.2814 -6.8750
C -1.7088 0.0763 -5.5689
C -2.9036 -0.0392 -4.8730
F -4.0601 0.0623 -5.5118
C -2.8717 -0.2592 -3.5035
F -4.0398 -0.3484 -2.8658
C -1.6834 -0.3731 -2.7959
P -1.7327 -0.8125 -1.0271
C -2.6795 0.5248 -0.2469
C -3.1242 0.3414 1.0627
C -3.7325 1.3775 1.7487
C -3.8874 2.6171 1.1415
C -3.4372 2.8108 -0.1541
C -2.8346 1.7704 -0.8462
C -2.8165 -2.2755 -1.0706
C -4.0932 -2.3045 -0.5208
C -4.8543 -3.4608 -0.5940
C -4.3562 -4.5859 -1.2323
C -3.0937 -4.5511 -1.8075
C -2.3225 -3.4035 -1.7257
C -0.4917 -0.2315 -3.5122
Br 1.2058 -0.2960 -2.6898
C -0.5046 -0.0151 -4.8816
F 0.6248 0.1171 -5.5666
H -2.9954 -0.6195 1.5475
H -4.0900 1.2189 2.7562
H -4.3610 3.4273 1.6770
H -3.5641 3.7712 -0.6340
H -2.4838 1.9380 -1.8564
H -4.5154 -1.4244 -0.0566
H -5.8454 -3.4739 -0.1650
H -4.9562 -5.4824 -1.2947
H -2.7039 -5.4191 -2.3197
H -1.3318 -3.3858 -2.1614
O 2.2518 -3.3214 -2.9359
P 2.0425 -3.2577 -1.3607
O 2.4718 -4.4729 -0.6652
O 0.6457 -2.6779 -1.1730
O 3.0651 -1.9970 -1.0019
P 3.0215 -1.3515 0.4500
O 4.4363 -1.6745 1.0995
O 1.8910 -1.9720 1.2143
O 2.9314 0.1494 0.3314
H 2.8664 -4.0254 -3.1676
H 4.5155 -2.6034 1.3498
C 6.2453 0.9604 1.1873
As 4.9680 2.1794 0.4458
C 3.7590 2.6788 1.8455
C 5.9278 3.7708 -0.0546
S 4.0827 1.4542 -1.3704
H 6.7702 1.4763 1.9930
H 6.9466 0.6622 0.4091
H 5.7241 0.0839 1.5636
H 4.3681 3.0355 2.6777
H 3.1814 1.8041 2.1291
H 3.0988 3.4713 1.5024
H 6.4446 4.1627 0.8212
H 5.2213 4.5114 -0.4281
H 6.6497 3.5304 -0.8339

Computed properties:
E_LUMO (spin up / spin down) ... -3.72 / -4.55 eV
Multiplicity ... 2
Net charge ... +1
E_HOMO (spin up / spin down) ... -11.41 / -11.42 eV
Orbital gap (spin up / spin down) ... 7.68 / 6.86 eV
DFT total energy ... -9996.22085 hartree
Energy relative to the best compared isomer or geometry (same formula, charge and spin) ... 1.161 eV